# 1
The following is a quantum chemistry calculation of a structure of composition C17H17Cl2NOZn in a non-equilibrium geometry, from the OMol25 dataset.

Summary:
**Kohn-Sham gap**: 6.586 eV
**Energy relative to the best compared isomer or geometry (same formula, charge and spin)**: 1.4925 eV
**HOMO level**: -7.41 eV
**Total charge**: 0

Structure (XYZ):
```
39
Properties=species:S:1:pos:R:3:forces:R:3:mulliken_charge:R:1
Zn 1.063967 0.723022 0.209472 -0.12 -2.71 -1.64 -0.314
Cl -0.557245 -2.022907 6.165065 -0.15 -0.18 0.47 -0.259
Cl 4.064896 -1.295993 3.471157 0.28 -0.02 0.05 -0.201
O 2.243050 -0.340360 1.338824 -0.03 0.20 0.07 -0.780
N -0.442468 -0.231946 1.350601 -1.00 -1.23 -0.03 -0.246
C 0.256116 -1.641451 4.702985 0.76 0.20 -1.11 0.500
C 1.638195 -0.888561 2.346339 0.57 0.59 0.79 0.310
C -1.729574 0.381392 -2.405068 0.39 -0.71 0.57 -0.306
C 1.650013 -1.629734 4.657761 -1.03 -0.37 0.30 -0.470
C 2.360235 -1.336394 3.492580 -1.89 0.53 -1.20 0.102
C -0.382846 2.566707 -2.096866 -0.18 0.32 0.11 -0.641
C 0.149943 -1.077526 -3.140940 0.49 -0.17 -0.31 -0.603
C -0.525755 -1.296393 3.549978 0.76 0.13 0.15 0.357
C -1.202759 1.637963 -3.024548 -0.54 0.69 -0.37 -0.913
C 1.221732 0.036477 -3.105449 0.71 -0.75 -0.59 -1.220
C -1.779629 -0.365706 1.264868 0.95 0.38 0.14 0.350
C 0.184233 -0.868564 2.388104 0.44 0.57 0.94 0.364
C -1.117364 -0.807198 -2.418812 -0.41 0.40 0.01 -0.476
C 1.083895 2.235153 -1.733365 0.13 0.99 -0.27 -0.912
C -1.932512 -1.223374 3.507832 -0.01 0.11 -0.06 -0.641
C -2.555000 -0.808656 2.347996 0.18 -0.38 0.24 -0.810
C 1.525009 0.806810 -1.854476 -0.10 -1.14 2.61 0.539
H -0.048378 -1.298944 -4.204952 -0.12 0.10 0.24 0.294
H 1.172741 2.535045 -0.633829 0.33 0.73 -1.08 0.074
H -2.110928 2.221605 -3.255263 0.37 -0.02 -0.20 0.394
H 2.149144 -0.511468 -3.339393 -0.19 0.25 -0.19 0.380
H -3.637383 -0.806462 2.278011 0.15 -0.02 -0.10 0.396
H 0.586854 -2.015058 -2.769941 -0.05 0.28 0.16 0.384
H -0.972630 2.693346 -1.177309 0.06 -0.16 -0.06 0.287
H -1.506176 -1.668265 -1.879031 -0.39 0.24 -0.03 0.363
H -0.694408 1.456583 -3.979036 -0.20 0.07 0.30 0.400
H -2.491208 -1.493773 4.403849 0.03 0.05 -0.33 0.391
H 1.059672 0.708633 -3.958761 0.15 -0.03 0.16 0.395
H -2.242103 -0.139307 0.305451 0.17 0.47 0.29 0.115
H 2.599892 0.668096 -1.632973 -0.31 0.63 -0.22 0.645
H 2.203300 -1.849908 5.561130 -0.03 -0.07 0.02 0.428
H 1.763863 2.874047 -2.320697 -0.25 0.40 0.17 0.454
H -0.377552 3.570870 -2.545845 -0.06 -0.25 0.04 0.369
H -2.670833 0.502199 -1.865450 0.14 -0.12 -0.01 0.500
```
Positions in Å, forces in eV/Å.

---

# 2
The following is a quantum chemistry calculation of a structure of composition C17H17F5MoN2O3S in a non-equilibrium geometry, from the OMol25 dataset.

Summary:
**Kohn-Sham gap (spin up / spin down)**: 5.791 / 7.094 eV
**Spin multiplicity**: 3
**HOMO level (spin up / spin down)**: -15.02 / -15.35 eV
**Total charge**: +2

Structure (XYZ):
```
46
Properties=species:S:1:pos:R:3:forces:R:3:mulliken_spin:R:1
Mo -0.178369 -0.705133 0.442656 -1.75 2.54 -0.08 2.029
S -1.719366 -1.839267 -0.840188 0.41 -0.11 0.56 -0.129
F -3.838500 -2.404289 -2.780949 0.01 -0.07 0.00 -0.003
F -1.175687 1.101950 -1.105167 0.34 0.05 0.30 0.018
F -2.269638 2.784462 -2.911966 -0.01 0.03 0.00 0.000
F -4.143973 1.863575 -4.645949 -0.05 0.06 -0.04 -0.003
F -4.939781 -0.712587 -4.562739 0.00 0.01 0.00 0.001
O 0.456675 -1.342611 3.917482 0.23 -0.12 -0.01 0.022
O -0.594479 -1.632335 1.957670 0.47 -1.84 0.91 0.061
O 1.034603 0.553756 1.980934 0.15 -0.05 -0.46 -0.026
N -1.817642 0.741259 1.745194 0.58 -0.65 -0.49 -0.017
N 1.459336 -0.494260 -0.883383 0.56 -0.37 -0.12 0.024
C 3.435028 0.155736 1.798219 -0.12 -0.03 0.03 -0.009
C 3.086550 -1.028442 0.892125 0.12 0.13 -0.05 0.051
C 3.492652 0.123254 -2.673765 -0.03 0.00 0.02 0.005
C -2.652532 1.520659 -2.882217 -0.12 0.15 -0.16 0.003
C 1.194646 -0.214438 -2.188738 -0.14 0.02 0.06 0.030
C 2.759743 -0.574386 -0.497204 -0.05 -0.11 0.07 -0.014
C 2.332843 1.196801 1.786670 0.13 -0.03 0.06 0.007
C 3.778617 -0.243927 -1.372815 0.12 0.00 -0.09 -0.003
C -4.024015 -0.280637 -3.725147 -0.08 0.07 -0.11 0.006
C -1.920085 0.611680 3.233373 0.02 -0.18 0.08 0.001
C -2.113894 0.644367 -1.978451 -0.18 -0.37 -0.11 0.007
C 2.165453 0.107596 -3.093583 0.15 0.04 -0.13 0.000
C -3.456151 -1.144064 -2.806671 0.17 0.03 0.18 -0.011
C -0.566121 -1.366806 3.303044 -0.34 0.39 -0.20 0.002
C -1.897536 -0.850854 3.728906 -0.08 0.06 -0.14 0.005
C -2.471764 -0.698528 -1.918792 -0.08 0.19 -0.23 -0.011
C -3.618264 1.046827 -3.769088 0.03 0.03 0.01 -0.020
H -1.983897 -0.879349 4.811334 -0.02 0.08 0.03 0.002
H 2.477499 1.927652 2.577797 -0.10 0.06 0.05 0.002
H 0.169212 -0.284115 -2.511079 -0.12 0.04 0.05 -0.013
H 1.894139 0.324645 -4.117197 -0.01 -0.01 0.03 0.001
H -2.721629 0.527974 1.332138 -0.04 0.01 -0.03 0.003
H 4.802587 -0.306192 -1.026707 -0.03 -0.01 -0.01 0.000
H -2.703738 -1.424514 3.274269 -0.02 -0.05 0.04 0.000
H 2.269659 1.729213 0.840941 -0.06 -0.01 -0.08 -0.003
H -2.835790 1.079829 3.588542 -0.04 0.09 -0.08 0.000
H -1.080737 1.147492 3.669996 0.02 0.08 0.00 0.000
H 4.285700 0.383315 -3.363008 0.00 -0.02 0.02 0.000
H -1.615612 1.710239 1.518327 -0.01 0.05 -0.03 0.003
H 4.365613 0.626128 1.474290 -0.01 0.01 0.04 0.001
H 3.932442 -1.712900 0.842662 0.00 -0.03 0.00 0.004
H 2.258380 -1.598147 1.312786 -0.05 -0.12 0.06 -0.020
H 3.594096 -0.215762 2.812136 0.04 0.03 0.01 0.000
H 1.093707 0.045126 2.813294 -0.01 -0.08 0.05 -0.003
```
Positions in Å, forces in eV/Å.

---

# 3
The following is a quantum chemistry calculation of a structure of composition C17H17F5NO5ScTe, from the OMol25 dataset.

Summary:
**Kohn-Sham gap**: 9.456 eV
**Energy relative to the best compared isomer or geometry (same formula, charge and spin)**: 0.0008 eV
**HOMO level**: -10.10 eV
**Total charge**: 0

Structure (XYZ):
```
47
Properties=species:S:1:pos:R:3:forces:R:3:mulliken_charge:R:1
Te -2.148566 -1.940408 -0.920756 -0.12 0.09 -0.09 2.252
Sc 0.123736 0.297555 -0.239487 -0.05 -0.03 0.02 0.676
F -3.197169 -1.413804 0.508921 0.03 0.01 -0.01 -0.411
F -1.165756 -2.723374 -2.278031 0.00 0.00 0.02 -0.404
F -2.565993 -3.660865 -0.409873 0.01 -0.01 -0.02 -0.369
F -3.630243 -1.897629 -2.019130 0.04 -0.01 0.02 -0.393
F -0.644994 -2.063049 0.235138 0.04 -0.02 0.06 -0.667
O -1.563154 -0.256433 -1.288844 0.04 -0.03 0.04 -0.744
O 3.632959 -1.699343 -1.239642 -0.01 -0.01 0.00 -0.682
O 1.625818 -0.674180 -1.234649 -0.01 -0.01 -0.01 -0.484
O -0.482073 0.586251 3.873887 0.00 0.01 0.01 -0.699
O -0.654471 0.652391 1.628359 0.02 -0.03 -0.02 -0.511
N 1.504286 -0.553630 1.258621 -0.01 0.00 0.00 1.113
C 2.668569 -1.231823 -0.683640 0.01 0.00 0.01 0.183
C -0.859283 2.635745 -1.271926 0.03 -0.01 -0.01 -0.816
C 2.776720 2.795068 2.108955 0.00 0.00 0.00 -1.732
C -0.407176 2.986315 -0.011483 -0.01 0.01 -0.04 -0.320
C -0.476076 1.776971 -3.619053 0.00 0.00 0.00 -1.651
C 2.566950 -1.221978 0.834175 0.00 0.01 0.01 0.348
C 1.308343 4.815540 1.850398 0.00 0.00 0.00 -1.567
C 1.981065 -1.048698 3.509301 0.02 0.00 -0.01 -0.810
C 3.116680 -1.733758 3.086639 -0.01 0.00 -0.01 -0.373
C 0.027261 2.172564 -2.262361 -0.02 0.01 0.03 1.271
C 0.951003 2.881073 0.334770 0.07 0.00 -0.07 0.630
C 1.185677 -0.464823 2.541953 0.02 0.00 -0.01 0.332
C 1.826007 2.407594 -0.641503 -0.07 0.03 0.07 0.186
C 3.422707 -1.831187 1.732396 -0.01 0.01 0.02 -0.712
C -0.099178 0.317859 2.759895 0.00 -0.01 0.00 0.265
C 1.370150 2.070001 -1.921818 0.01 0.01 0.00 -0.945
C 1.386928 3.289573 1.724565 0.00 -0.01 0.00 0.539
H 0.658195 2.859055 2.418412 0.00 0.00 0.00 0.129
H 1.704021 -0.965761 4.550505 0.00 0.00 0.00 0.597
H 2.070675 1.661984 -2.637657 0.00 0.00 0.00 0.274
H 2.009727 5.292833 1.162553 0.00 0.00 0.00 0.383
H 0.308033 5.187054 1.626593 0.00 0.00 0.00 0.367
H 2.968457 3.024746 3.156936 0.00 0.00 0.00 0.413
H -1.918738 2.676891 -1.491055 0.00 -0.01 0.01 0.359
H 1.563313 5.122560 2.864935 0.00 0.00 0.00 0.436
H 3.761536 -2.205377 3.816830 0.00 0.00 0.00 0.455
H 3.552858 3.288328 1.519130 0.00 0.00 -0.01 0.382
H 2.883430 1.716645 1.979303 0.00 0.00 0.00 0.309
H -1.392179 1.194130 -3.530451 0.00 0.00 0.00 0.292
H -0.693325 2.665526 -4.214854 0.00 0.00 0.00 0.342
H -1.118157 3.290056 0.745964 0.00 0.00 0.00 0.405
H 2.874188 2.269298 -0.411217 0.00 0.00 0.00 0.391
H 4.287088 -2.367252 1.367398 0.00 0.00 0.00 0.569
H 0.262829 1.179879 -4.150321 0.00 0.00 0.00 0.389
```
Positions in Å, forces in eV/Å.